No. 1
Density functional theory data (the ωB97M-V functional and the def2-TZVPD basis) for a cluster of 4 separate species, C53H42FIO8S in total.

```
! RIJCOSX wB97M-V def2-TZVPD def2/J DEFGRID3
* xyz 0 1
C -3.58054 -2.19822 1.97422
C -3.33737 -3.36535 1.02653
S -1.63702 -4.03025 0.99758
C -0.78583 -3.23084 2.39851
C 0.69146 -3.27173 2.09325
O 0.97587 -2.21256 1.15500
C 2.33155 -2.21782 1.06212
O 2.93697 -2.02073 0.05029
C 2.89513 -2.59057 2.44103
C 4.00478 -1.67028 3.02549
I 4.12113 0.24749 2.01956
C 3.92507 -1.34668 4.51342
C 4.12409 -2.56393 5.42835
C 1.64964 -2.98807 3.27136
C 1.74791 -4.27537 4.10241
F 1.10444 -1.95410 4.01523
H -4.65397 -2.00716 2.00423
H -3.27048 -2.42983 2.99014
H -3.10812 -1.28332 1.62097
H -3.99576 -4.18853 1.29609
H -3.57123 -3.04864 0.01236
H -1.00671 -3.78366 3.30926
H -1.09942 -2.19630 2.48611
H 0.98857 -4.21784 1.63320
H 3.38996 -3.54969 2.25871
H 4.96141 -2.14192 2.82362
H 4.73625 -0.64591 4.71187
H 3.01161 -0.80701 4.74792
H 3.16177 -2.88662 5.81919
H 4.75130 -2.32697 6.28274
H 4.54988 -3.41199 4.89309
H 1.03128 -5.01869 3.75946
H 1.54337 -4.07718 5.15164
H 2.74081 -4.71681 4.06113
C -5.62552 3.78321 -3.85375
C -4.93089 4.98563 -3.77256
C -3.68225 5.03074 -3.17671
C -3.12449 3.87365 -2.64782
C -3.82957 2.67021 -2.71148
C -5.07653 2.62848 -3.32303
C -3.27087 1.42151 -2.11700
O -3.88338 0.37526 -2.17674
C -1.94650 1.50344 -1.44220
C -1.42460 0.36684 -0.83940
C -0.19139 0.41262 -0.21058
C 0.53155 1.60106 -0.19141
C 0.01860 2.74000 -0.79032
C -1.22401 2.69919 -1.41132
C -1.77062 3.94081 -2.02388
O -1.14128 4.97821 -2.01639
H -6.59701 3.75137 -4.32966
H -5.36680 5.88935 -4.17860
H -3.13261 5.95988 -3.11471
H -5.60879 1.68908 -3.37606
H -1.99098 -0.55457 -0.86544
H 0.19193 -0.48440 0.26123
H 1.49786 1.63485 0.29469
H 0.57321 3.66795 -0.77783
C 6.88400 -9.15215 9.12164
C 5.81534 -8.28651 8.91428
C 5.87742 -7.33318 7.91272
C 7.01310 -7.23489 7.11862
C 8.09281 -8.09263 7.33859
C 8.02012 -9.05565 8.33666
C 9.33845 -7.98400 6.52642
O 10.27302 -8.73318 6.71157
C 9.40030 -6.92014 5.48372
C 10.56727 -6.76461 4.74686
C 10.64070 -5.79008 3.76650
C 9.54634 -4.97019 3.51246
C 8.38229 -5.11859 4.24636
C 8.30595 -6.08830 5.23828
C 7.05344 -6.21346 6.03513
O 6.09534 -5.50215 5.81119
H 6.83011 -9.90105 9.90047
H 4.93258 -8.35810 9.53556
H 5.05006 -6.65910 7.74041
H 8.85771 -9.72095 8.49264
H 11.41139 -7.40888 4.94903
H 11.55188 -5.66767 3.19642
H 9.60476 -4.21282 2.74215
H 7.52788 -4.48325 4.05932
C -3.82384 7.08032 -7.12787
C -3.46768 8.28199 -7.73142
C -4.43282 9.07024 -8.33508
C -5.75915 8.65715 -8.34512
C -6.11371 7.44292 -7.75424
C -5.14317 6.66165 -7.14172
C -7.52190 6.95617 -7.77942
O -7.83064 5.90713 -7.25366
C -8.53794 7.79799 -8.47219
C -9.84849 7.34475 -8.55353
C -10.80892 8.11805 -9.18227
C -10.46641 9.35128 -9.72672
C -9.16132 9.80648 -9.65166
C -8.19122 9.03001 -9.03103
C -6.78627 9.52784 -8.98453
O -6.48872 10.60514 -9.45440
H -3.06989 6.46868 -6.64952
H -2.43468 8.60331 -7.72850
H -4.16681 10.00822 -8.80198
H -5.42578 5.72567 -6.68021
H -10.10559 6.38661 -8.12408
H -11.82827 7.76172 -9.24847
H -11.22025 9.95631 -10.21262
H -8.88429 10.76205 -10.07433
*
```

Values from the calculation:
highest occupied orbital energy = -8.7 eV


No. 2
Density functional theory data (the ωB97M-V functional and the def2-TZVPD basis) for a structure of composition C23H37FIrN3O4PSi.

```
! RIJCOSX wB97M-V def2-TZVPD def2/J DEFGRID3
* xyz 2 6
Ir -0.16426 -0.72740 -0.42085
O 3.81046 0.15970 3.95093
C 3.01484 1.07554 3.88174
O 3.09672 2.08188 4.71218
C 1.91373 1.16452 2.90544
C 0.99937 2.18617 2.72467
N 0.19378 1.80722 1.72469
N 0.52743 0.61189 1.23592
C 1.57324 0.19681 1.93846
C 2.12156 -1.14620 1.56093
O 3.14077 -1.62588 2.17928
O 1.57202 -1.77071 0.65125
H 3.49541 -1.01276 2.89438
H 0.87336 3.12842 3.23396
H -0.58183 2.31039 1.31698
C -1.09041 -3.99912 1.79307
Si -1.67183 -3.55773 0.08717
C -3.18088 -4.48747 -0.48400
C -0.35037 -3.79866 -1.20330
N -1.96562 -1.75101 0.15303
C -3.04117 -1.15751 0.66545
C -4.11298 -1.88473 1.28187
C -5.21947 -1.25637 1.78474
C -5.34259 0.13561 1.70653
C -4.32419 0.90067 1.13481
C -3.22155 0.26254 0.65080
F -2.23615 1.02151 0.10450
H -0.86687 -5.06745 1.83943
H -1.86030 -3.79149 2.53958
H -0.18324 -3.46116 2.07401
H -2.83345 -5.37887 -1.01287
H -3.78914 -3.91531 -1.18767
H -3.82520 -4.83454 0.32344
H -0.07676 -4.85834 -1.16994
H 0.58426 -3.24984 -1.06344
H -0.74210 -3.60677 -2.20288
H -4.02610 -2.95735 1.35475
H -6.00556 -1.83853 2.24496
H -6.22700 0.62618 2.08860
H -4.39950 1.97710 1.06043
C -2.15078 -1.51620 -3.61146
C -1.44241 -0.16428 -3.68959
C -2.40784 0.96536 -3.33734
P 0.12102 -0.16145 -2.71210
C 0.81552 1.53914 -2.91556
C 0.23892 2.49826 -1.86910
C 2.34179 1.59416 -2.84851
C 1.17826 -1.40945 -3.55896
C 2.49640 -1.70538 -2.83815
C 1.39416 -1.11077 -5.04586
H -3.05215 -1.48475 -4.22404
H -2.45653 -1.73790 -2.58477
H -1.53961 -2.33904 -3.98064
H -1.09973 -0.00218 -4.71652
H -2.75012 0.89486 -2.30341
H -3.28566 0.88543 -3.97920
H -1.98084 1.95310 -3.50039
H 0.48861 1.85626 -3.91146
H 0.71784 2.30988 -0.90521
H -0.83987 2.41673 -1.74508
H 0.47026 3.52571 -2.15221
H 2.71169 1.17188 -1.91049
H 2.66074 2.63636 -2.88774
H 2.82271 1.07344 -3.67208
H 0.56441 -2.31137 -3.48198
H 3.23715 -0.92666 -3.00405
H 2.90849 -2.63393 -3.23380
H 2.37218 -1.83252 -1.76123
H 1.88118 -0.14892 -5.20763
H 0.46738 -1.12471 -5.61766
H 2.04417 -1.87830 -5.46692
*
```

Values from the calculation:
⟨S²⟩ = 8.80
ΔE to the lowest compared entry with this formula, charge and spin = 0.36 kJ/mol
highest occupied orbital energy (alpha / beta) = -14.0 / -15.4 eV


No. 3
Density functional theory data (the ωB97M-V functional and the def2-TZVPD basis) for a cluster of 2 separate species, C6H14NO in total.

```
! RIJCOSX wB97M-V def2-TZVPD def2/J DEFGRID3
* xyz 1 1
C -3.40488 -1.22524 0.59244
C -2.23293 -1.24749 -0.08960
C -0.10336 -0.40255 -0.98721
C 3.18502 0.28433 0.18804
C -0.94925 2.13775 0.32513
C -1.39213 -0.10390 -0.34753
N 2.34297 -0.91086 0.24482
O -1.78469 0.99891 0.17059
H -3.78775 -2.22259 0.71851
H -3.97935 -0.32907 0.77034
H -1.87903 -2.08806 -0.50999
H 0.63683 -0.61002 -0.18212
H 0.35093 0.50261 -1.31124
H -0.31458 -1.10076 -1.77192
H 4.27785 -0.00393 0.17059
H 2.84022 0.83438 -0.64661
H 3.14503 0.86900 1.01242
H -0.08584 2.37530 -0.44362
H -0.29964 2.11628 1.16457
H -1.61868 2.94863 0.44370
H 2.51516 -1.39036 1.14287
H 2.53809 -1.43238 -0.65417
*
```

Values from the calculation:
ΔE to the lowest compared entry with this formula, charge and spin = 319.82 kJ/mol
highest occupied orbital energy = -12.9 eV